Entry 1:
Molecular formula: C5H12N2O
Method: DFT, ωB97M-V with the def2-TZVPD basis set

ORCA input file:
```
! RIJCOSX wB97M-V def2-TZVPD def2/J DEFGRID3
* xyz 0 1
H -0.2868 -0.5628 0.3347
C -2.3124 0.0728 1.1325
H 2.3036 -1.6883 -1.0972
H 1.3594 0.1313 -2.5449
H 2.5993 1.8987 -0.6760
H -2.4338 -0.1424 -1.0398
H 2.3217 -0.3017 0.0843
C 1.7513 1.6410 -1.3292
H -2.8610 0.3822 2.0246
N 2.0667 0.3173 -1.8413
N -0.9429 -0.2662 1.3113
H 0.8357 1.6795 -0.7186
H -0.9132 0.2006 3.3231
H -4.0237 0.1838 -0.1046
H 1.7093 2.3640 -2.1395
C 1.7998 -0.7105 -0.8385
H 0.4997 -0.8362 2.6465
C -2.9319 0.0514 -0.0862
C -0.4229 -0.2707 2.4737
O 0.4650 -1.0462 -0.5619
*
```

Calculated values
HOMO energy in eV: -8.10
LUMO level in eV: -0.66
Kohn-Sham gap in eV: 7.4
Energy above the lowest of the compared OMol25 structures with the same formula, charge and spin in eV: 4.283

***

Entry 2:
Molecular formula: C4H9O2S
Method: DFT, ωB97M-V with the def2-TZVPD basis set

ORCA input file:
```
! RIJCOSX wB97M-V def2-TZVPD def2/J DEFGRID3
* xyz -1 1
H -0.6039 -0.8746 -1.5237
C -0.4352 -0.2248 -2.3906
O 0.2185 -0.6730 0.7193
C -0.2738 -1.0202 1.8297
H 0.8387 2.2742 0.0580
C -0.0186 1.9944 -0.5674
S 0.6685 1.1761 -2.0359
C 0.2043 -2.3737 2.4627
H -1.4246 0.1236 -2.6966
H 0.2386 -2.3119 3.5390
H -0.0142 -0.8000 -3.2134
H -0.4054 -3.1217 1.9324
H -0.5385 1.1963 -0.0282
O -1.0122 -0.3038 2.5326
H -0.6030 2.9069 -0.5564
H 1.1449 -2.5628 1.9428
*
```

Calculated values
HOMO energy in eV: -4.05
LUMO level in eV: 3.42
Kohn-Sham gap in eV: 7.5
Energy above the lowest of the compared OMol25 structures with the same formula, charge and spin in eV: 0.921

***

Entry 3:
Molecular formula: CH6N4S
Method: DFT, ωB97M-V with the def2-TZVPD basis set

ORCA input file:
```
! RIJCOSX wB97M-V def2-TZVPD def2/J DEFGRID3
* xyz 0 1
S 2.7031 0.3480 -0.1516
N -1.0633 -0.4735 0.4759
H -1.1344 -1.4390 0.3048
C 0.1479 0.1854 0.3139
N 1.3076 -1.8361 0.4338
N 1.3863 -0.5140 0.2615
H -1.9514 0.1996 0.4694
H 1.1501 1.7886 0.8322
H -0.5687 2.0492 0.4430
H 2.2371 -2.1505 0.2257
H 0.3016 -0.1101 -2.1210
N 0.1615 1.4153 0.7470
*
```

Calculated values
HOMO energy (spin up / spin down) in eV: -7.81 / -6.93
LUMO level (spin up / spin down) in eV: -0.56 / -0.80
Kohn-Sham gap (spin up / spin down) in eV: 7.3 / 6.1
Energy above the lowest of the compared OMol25 structures with the same formula, charge and spin in eV: 4.490

***

Entry 4:
Molecular formula: C4H6O2
Method: DFT, ωB97M-V with the def2-TZVPD basis set

ORCA input file:
```
! RIJCOSX wB97M-V def2-TZVPD def2/J DEFGRID3
* xyz 0 1
H -0.5941 1.1519 0.2086
C -0.3609 0.0734 0.0807
H 3.0138 -0.3766 -0.2300
H -3.4108 -1.1397 -0.0914
C -2.7123 -0.2736 -0.0223
C 0.8661 -0.4184 -0.0712
H 0.8193 -1.4963 -0.0535
O -2.9046 0.9038 -0.0423
H 2.4321 0.8039 0.9514
C 2.1705 0.3480 -0.0310
H 2.1255 1.2374 -0.7361
O -1.4446 -0.8137 0.0370
*
```

Calculated values
HOMO energy in eV: -9.25
LUMO level in eV: 1.01
SMILES string: C/C=C/OC=O
Kohn-Sham gap in eV: 10.3
Energy above the lowest of the compared OMol25 structures with the same formula, charge and spin in eV: 1.315

***

Entry 5:
Molecular formula: C2H3NO2
Method: DFT, ωB97M-V with the def2-TZVPD basis set

ORCA input file:
```
! RIJCOSX wB97M-V def2-TZVPD def2/J DEFGRID3
* xyz 0 1
O 0.0163 -1.1701 0.2287
C -0.5400 0.0441 -0.2835
H 0.3704 -0.9180 1.1031
H -0.3552 0.1296 -1.3142
H 0.7084 1.5751 -0.2909
N -3.1604 -0.1159 0.0398
O 0.0323 1.1644 0.3549
C -2.0389 0.0362 0.0528
*
```

Calculated values
HOMO energy in eV: -11.72
LUMO level in eV: 0.24
SMILES string: N#CC(O)O
Kohn-Sham gap in eV: 12.0
Energy above the lowest of the compared OMol25 structures with the same formula, charge and spin in eV: 1.389

***

Entry 6:
Molecular formula: C26H34Cl6CoN3O4
Method: DFT, ωB97M-V with the def2-TZVPD basis set

ORCA input file:
```
! RIJCOSX wB97M-V def2-TZVPD def2/J DEFGRID3
* xyz -1 4
O -0.6691 1.3228 -1.7851
C 1.4959 -0.1804 -1.9944
C 0.1488 1.2754 1.8835
H -2.9877 -0.1971 2.7597
O -3.4936 -0.7772 0.5000
H 4.4511 -1.5282 -2.3895
H -1.1891 4.7251 0.7798
C 1.2041 0.8653 1.0672
H 1.0094 -1.2190 -3.7757
H 2.4853 -2.0230 -1.1589
Cl 1.3559 0.2441 5.5761
C -1.8654 0.9777 -1.6907
Cl -1.2947 1.9632 1.2165
C -0.5668 5.6174 0.9098
Cl 3.4612 -1.1625 3.7047
H 1.0784 0.6324 -3.8478
H 0.8969 -4.4304 -2.1774
C 2.2803 -0.1114 3.0488
H 2.2475 -6.0873 1.5536
C -2.4487 2.0256 -3.7968
H -1.6558 -3.9622 1.5323
N -2.3572 -2.0538 2.0342
C 0.7582 -0.2641 -3.2870
O 0.6209 3.4224 -0.5583
C 1.5591 -4.0131 1.6184
Cl 3.1145 2.3754 -1.9812
C 1.2748 0.4256 3.8828
H 1.7791 -3.8832 2.6745
Co 1.5463 1.2362 -1.0050
C 2.2553 0.1816 1.6636
C 0.1788 1.0905 3.2933
C 2.4646 -1.1487 -1.8035
H -1.1050 -3.3590 3.1228
H -0.3310 -0.1520 -3.2844
H -3.1669 -2.8062 0.2615
H 2.3819 3.9386 0.4073
C -1.9532 -3.4024 2.4258
H -2.2613 0.6031 -0.7483
N -2.7191 1.1030 -2.7191
H -3.6864 -1.6250 3.6079
N 0.8541 5.2514 0.8402
H -0.7479 6.0656 1.8985
C 1.3117 4.1501 0.1963
H -4.8063 1.2416 -2.7032
H -2.7859 -3.9217 2.9254
H -3.2211 2.7985 -3.8159
O -1.4757 -1.9936 -0.7478
H -1.4681 2.4871 -3.6852
H 1.9508 7.0697 0.6281
C -2.7784 -1.2023 3.1401
C -4.0216 0.4758 -2.7258
H 3.8191 0.1226 -2.8131
H 1.4568 6.6370 2.3082
H -0.0650 -2.2636 -2.2228
C 1.8156 6.2294 1.3453
C 1.8416 -5.2397 0.9984
H 1.9624 -6.2997 -0.9088
C -3.0341 -1.8641 0.8459
C 1.0981 -4.3615 -1.1061
Cl 3.5791 -0.3571 0.6878
H 3.3268 -1.2903 -3.7413
H 2.7807 5.7066 1.4838
H -1.9861 -1.1558 3.8958
C 0.9634 -2.9690 0.9120
H -4.1378 -0.1859 -1.8646
H -0.8180 6.3897 0.1618
Cl -1.1311 1.5815 4.2913
H -4.1484 -0.0878 -3.6560
C 0.5989 -3.2405 -0.4237
C 1.6736 -5.3905 -0.3832
H -2.5082 1.4983 -4.7510
C -0.4624 -2.5406 -1.1866
C 3.5876 -0.9614 -2.7222
H 0.6786 -2.0190 1.3767
*
```

Calculated values
HOMO energy (spin up / spin down) in eV: -2.06 / -3.28
LUMO level (spin up / spin down) in eV: 2.44 / 2.48
Kohn-Sham gap (spin up / spin down) in eV: 4.5 / 5.8
Energy above the lowest of the compared OMol25 structures with the same formula, charge and spin in eV: 5.437

***

Entry 7:
Molecular formula: C49H88N10O2
Method: DFT, ωB97M-V with the def2-TZVPD basis set

ORCA input file:
```
! RIJCOSX wB97M-V def2-TZVPD def2/J DEFGRID3
* xyz 0 1
O 1.8393 2.5432 0.2561
C -1.2729 4.9175 -2.2952
N 1.7238 -0.4502 -0.2668
H 3.2311 -0.2595 4.3500
H 3.2671 6.0034 2.6954
C -3.0043 -6.5176 -2.5728
C 1.6619 -1.8195 0.3940
H -2.9793 -7.5639 -2.8796
C 1.3077 -0.5662 -1.6673
C -6.5690 -6.3228 -0.2708
H 7.0181 0.8611 -4.2680
H 6.6570 -0.8727 -4.2947
N 4.0213 0.3327 -3.3095
C 1.4912 0.1332 6.0617
H 4.6303 0.6319 4.9656
C 5.6380 3.5805 -4.0873
H 8.9419 -1.4106 -1.5935
C -2.8208 4.0788 1.6931
C 4.2001 3.7713 -3.9288
H -4.3082 -6.0894 -4.2437
H -5.7316 -7.0806 -2.4953
H -2.3445 2.5083 4.7860
H 0.9934 4.2964 0.5897
H -3.7766 -0.5387 -3.0046
H -0.2064 -0.0018 0.2416
H 0.8463 0.4670 1.5043
H -2.3411 -8.2837 -0.4908
C -2.8349 2.6235 3.8230
H -2.0425 4.7218 -1.5725
H 8.4629 -1.7060 -3.2568
H 4.6723 -0.8082 7.0056
H 2.4299 -2.4011 -0.1170
H 1.4962 2.3526 4.2096
C 3.8422 4.7139 -2.7773
C 2.1408 3.0706 3.7283
H -1.4380 3.4270 -3.9511
H 2.7598 4.6850 -2.7155
H -6.4714 -3.8324 -0.8167
C -0.3949 6.0576 -2.2384
H -1.1478 3.6006 3.0785
H -3.4562 1.1724 -3.1103
H -0.9555 -7.1515 -0.8174
C 1.6771 3.8886 -0.1635
H 4.8113 -1.0597 4.5437
O -4.0474 -6.0065 0.9646
C -2.2213 3.8082 3.0634
H -2.6365 1.6976 3.2636
C -2.1800 -4.8604 -0.9050
C 2.5939 -0.0173 7.0070
H -6.2628 -5.4667 -2.9003
C -5.4466 -6.0279 -2.4003
H 3.8517 4.1574 -4.8915
N 0.6331 0.2463 5.3250
C 0.4530 6.0104 -3.2918
H -5.6505 -4.3050 2.6492
C 1.9539 4.4544 3.6012
H -4.9338 -3.7070 -1.5782
H 0.6641 -3.5968 0.6903
H 0.2484 -0.7907 -1.6704
C -5.4625 0.6751 -3.7663
H 1.2507 3.9802 -1.1692
H -6.4478 -7.3916 -0.1122
H 3.4421 -1.8272 6.3035
C 4.3694 6.1278 -2.9945
C 6.5907 0.0458 -3.6913
H -3.7394 4.6550 1.7377
H -1.9851 -4.7023 0.1575
C 3.0584 4.9998 3.0076
H -0.2886 -2.4822 -0.3409
H -2.3530 4.6837 3.7104
H 3.7631 6.5886 -3.7920
H 2.1836 -0.4706 7.9113
H -0.2026 -2.1775 1.3785
N 6.7571 3.4388 -4.2204
C -5.4363 -4.2105 -0.7509
C 0.6923 1.8517 -0.0806
C -4.0824 -1.6735 3.8840
H -5.3732 -0.1623 -1.1597
C 3.1098 0.0301 -0.2456
H -0.1639 2.3241 0.4333
H 4.3090 4.3045 -1.8768
H -2.1043 4.4192 0.9384
C 0.3486 -2.5713 0.5306
H -3.3901 -4.1105 1.8799
C 7.2990 -0.1415 -2.3464
H 6.6758 -0.7021 -1.6481
H -5.0318 1.5349 -1.1615
C -4.2472 0.4378 -2.9010
H -5.7055 1.7100 -3.9872
H 2.0413 -1.6076 1.3968
C 4.1197 -0.3335 4.9764
H 4.7879 4.0206 2.2677
H 1.0598 5.0365 3.7818
C -3.1387 -2.3419 3.1483
C -5.3758 -5.6716 -0.9194
H -6.7198 -5.8650 0.7131
C 3.7781 0.1347 1.1186
H 3.0257 0.2799 1.9027
H 3.7549 2.7911 -3.7564
H -6.2726 -2.1703 4.1370
H 5.4164 6.2258 -3.2530
H -2.8273 -4.0340 -1.2222
C 3.3813 2.7840 3.2043
H 4.0105 1.9191 3.2275
H -1.2575 -4.8088 -1.4981
C -1.9766 -7.2592 -0.4210
H -7.4920 -6.1443 -0.8388
H -0.3358 6.8689 -1.5280
C 3.7744 -0.7844 6.3937
H 1.5588 0.3365 -2.2024
N 3.9492 3.9607 2.8141
H 3.6502 -0.6638 -0.8984
C -3.4152 0.3435 -0.5706
C -4.1857 -5.7575 -3.2078
H 1.8257 -1.4125 -2.1113
H 4.4448 0.9870 1.1185
N 0.0223 4.9735 -4.1068
N -5.3937 2.6385 3.9697
N -2.4558 0.1387 0.0242
H -6.3396 0.1344 -3.3968
C -4.5838 0.5594 -1.3692
C -5.3563 -2.2827 3.5794
H 0.4124 4.7920 -5.0088
C -4.2667 2.6436 3.9428
C 8.6184 -0.9211 -2.5038
C 0.7564 0.4634 0.4160
C -0.9947 4.3010 -3.4994
C -2.9072 -6.2351 -1.0599
H 7.5274 0.8424 -1.9328
H -5.2887 0.1974 -4.7420
H -3.8538 -4.7107 -3.2226
H -3.1050 3.1291 1.1970
C -5.0612 -3.4299 2.8769
C 5.1468 0.2108 -3.5166
H 1.2415 6.6732 -3.5980
H 4.0954 6.7697 -2.1510
H 0.4789 1.9737 -1.1515
H -1.8400 -7.0304 0.6430
H 9.4110 -0.3000 -2.9223
N -3.7917 -3.3301 2.4093
H 3.1558 0.9634 -0.7889
H -2.0896 -2.1912 2.9585
H 2.6360 4.3938 -0.1715
N -4.1731 -6.2539 -0.4094
H -5.0218 -3.8344 0.1749
H 2.8303 1.0194 7.2904
H -4.0950 -0.8033 4.5248
H 4.2786 -0.7733 1.4618
H -2.0955 -6.0382 -2.9668
*
```

Calculated values
HOMO energy in eV: -3.63
LUMO level in eV: -0.42
Kohn-Sham gap in eV: 3.2

***

Entry 8:
Molecular formula: C39H29Cl3FeN7O6S2Se
Method: DFT, ωB97M-V with the def2-TZVPD basis set

ORCA input file:
```
! RIJCOSX wB97M-V def2-TZVPD def2/J DEFGRID3
* xyz -1 5
C -1.1359 2.1323 0.2703
C 0.1530 -5.0045 0.8557
C -5.7275 4.3974 -3.0347
O 2.1978 -2.3719 2.2928
H 1.1044 1.0394 7.0906
C -0.0842 -1.3088 -3.4215
N 4.6860 1.3478 -0.0517
C -3.9282 3.6734 -1.6865
C 5.0944 2.4417 0.7965
C -4.1238 5.8373 -2.3704
O -2.1286 7.4333 -1.8192
H 0.7275 -4.9980 -0.0620
N -1.5522 0.8824 0.4788
C 3.5599 0.5988 0.1176
C 0.3048 1.0846 6.3653
H -2.7854 2.3987 5.9178
C 0.6664 -0.3644 -4.1501
C -0.6355 -6.0846 1.2176
C 1.2448 0.6810 -2.0845
C -0.8040 -2.3722 -4.0186
H -6.6503 4.2343 -3.5831
N 3.5378 -0.3258 -0.8621
Cl -3.0525 1.1919 3.3814
H -2.0614 -4.0612 -3.7018
C -1.3851 -6.0606 2.3920
H 7.9081 0.8939 -3.3631
O 1.7389 -2.7890 -0.0902
H -3.0554 -0.4942 0.2392
S -3.4734 7.5570 -2.3418
H -1.8911 -4.9120 4.1309
H 6.1493 2.3369 1.0490
Fe -0.1801 -0.6886 1.1747
C 6.5649 1.2989 -1.7517
C -0.5792 0.4434 4.1654
C -0.8487 1.8013 6.6277
S 1.1911 -2.4653 1.2483
C -3.1316 2.6868 -0.9211
C -1.8825 3.0593 -0.4272
Cl 1.8597 -0.4783 4.8089
O -3.5516 7.9713 -3.7294
H 7.1382 2.1270 -1.3560
O -0.4343 -0.1764 3.0344
Se 2.2827 0.8721 1.3976
C 4.6531 -0.1902 -1.6633
H -0.6756 -6.9603 0.5793
C 0.2008 -3.9019 1.6875
H 4.9335 3.4001 0.3002
H 2.9614 -1.1831 -0.7847
N 0.5482 -0.1850 -1.3810
C -0.1099 -1.1577 -2.0178
C -2.2747 -7.2241 2.7418
H -0.7779 -2.4926 -5.0943
C -3.5740 1.3904 -0.6657
N -0.9764 -1.8670 0.1018
C -1.5271 -3.2460 -3.2295
H 1.7640 1.4508 -1.5220
C 5.0707 -0.8816 -2.7877
Cl -1.0100 2.6442 8.1373
H 4.5030 2.4096 1.7082
C -2.7530 0.5243 0.0291
O -4.4257 8.1933 -1.4467
H -2.7236 -7.0942 3.7253
H 4.4941 -1.7128 -3.1718
C 5.3834 0.8879 -1.1571
H -3.0776 -7.3129 2.0073
C -1.3199 -4.9368 3.2108
C 1.3305 0.6314 -3.4818
C -1.5898 -3.1049 -1.8509
N -5.2589 5.6358 -3.0385
H -2.1423 -3.8087 -1.2417
H -0.1637 2.3784 0.6821
C 6.2505 -0.4650 -3.3873
C -1.8811 1.8454 5.7098
H -1.7171 -8.1617 2.7356
C -0.5333 -3.8510 2.8584
C 6.9867 0.6032 -2.8762
H -0.4883 -2.9660 3.4848
C -5.0898 3.3537 -2.3788
H 0.6993 -0.4255 -5.2315
N -3.4547 4.9195 -1.6929
C -1.7430 1.1681 4.5128
H 1.9113 1.3729 -4.0126
C -0.9060 -2.0554 -1.1895
C 0.4290 0.4244 5.1594
H -4.5441 1.0497 -0.9979
H -5.4823 2.3474 -2.4187
H 6.6036 -0.9787 -4.2718
H -1.5306 4.0664 -0.6053
*
```

Calculated values
HOMO energy (spin up / spin down) in eV: -5.47 / -5.47
LUMO level (spin up / spin down) in eV: 0.61 / -0.13
Kohn-Sham gap (spin up / spin down) in eV: 6.1 / 5.3
Energy above the lowest of the compared OMol25 structures with the same formula, charge and spin in eV: 3.003